Molecular formula: C6H10O
Method: DFT, ωB97M-V/def2-TZVPD

Each line ends with the Löwdin charge.
CARTESIAN COORDINATES (ANGSTROEM)
C  -1.803539  -0.153846  0.575267  -0.047
C  -0.693259  -0.799611  0.012170  -0.389
C  0.067810  -0.468657  -1.443543  -0.016
C  1.467893  -0.282639  -0.895400  -0.268
O  1.843334  1.083637  -0.815822  -0.073
C  0.958123  1.263672  0.311127  -0.138
C  0.658780  -0.234748  0.395034  -0.152
H  -1.880826  0.930560  0.553929  0.054
H  -0.738545  -0.162350  2.139573  0.085
H  -2.714748  -0.699980  0.794256  0.052
H  -0.724466  -1.888048  0.099613  0.142
H  -0.084431  -1.361363  -2.047878  0.124
H  -0.325250  0.428159  -1.920377  0.134
H  2.265115  -0.970950  -1.174927  0.151
H  0.118227  1.936758  0.087966  0.123
H  1.506905  1.640801  1.179208  0.126
H  0.078878  -0.261396  2.149804  0.091

Cartesian forces, eV/Å:
C -0.07 0.03 -0.21
C -0.14 -0.07 0.29
C 0.02 0.06 -0.31
C 0.12 -0.35 -0.18
O 0.12 0.08 -0.10
C -0.21 0.19 0.24
C -0.05 0.06 0.09
H 0.04 -0.15 0.06
H 0.08 0.01 0.00
H 0.14 0.07 -0.04
H 0.01 0.16 -0.09
H 0.03 0.11 0.15
H 0.01 -0.14 0.17
H -0.13 0.11 0.04
H 0.11 -0.13 0.02
H -0.07 -0.03 -0.12
H -0.02 -0.01 -0.02

Computed properties:
Lowest unoccupied orbital energy (alpha / beta), eV: 0.1 / 0.1
Multiplicity: 1
Frontier orbital gap (alpha / beta), eV: 7.6 / 7.5
HOMO level (alpha / beta), eV: -7.482 / -7.453
Energy relative to the best compared isomer or geometry (same formula, charge and spin), kcal/mol: 152.3

***

Molecular formula: C6H10O
Method: DFT, ωB97M-V/def2-TZVPD

Each line ends with the Löwdin charge.
CARTESIAN COORDINATES (ANGSTROEM)
C  1.990283  0.427147  0.229857  -0.008
C  0.580556  -0.041887  -0.058638  -0.517
C  0.082469  -1.406726  0.419260  -0.122
C  -0.316768  -1.607495  -1.052099  -0.002
C  -1.900838  0.378603  -0.296917  -0.087
C  -0.542532  0.990598  0.100134  -0.157
O  0.434733  -0.563030  -1.420024  -0.056
H  2.259629  1.281094  -0.401998  0.090
H  2.702127  -0.382062  0.032946  0.089
H  2.092648  0.725900  1.279046  0.092
H  -0.632505  -1.462965  1.245159  0.117
H  0.893441  -2.124040  0.571269  0.118
H  -1.807231  -0.563539  -0.889857  0.039
H  -2.507694  0.116816  0.573108  0.082
H  -2.468106  1.029513  -0.961111  0.082
H  -0.305991  1.867623  -0.512232  0.117
H  -0.554223  1.334442  1.142102  0.122

Cartesian forces, eV/Å:
C -0.04 0.00 -0.01
C 0.07 0.15 0.14
C 0.00 -0.12 0.05
C 0.57 -0.29 -0.05
C -0.17 -0.04 -0.04
C -0.03 -0.02 -0.05
O -0.01 -0.28 -0.14
H -0.10 -0.11 0.10
H -0.14 0.13 0.03
H -0.08 -0.04 -0.15
H 0.06 -0.11 -0.29
H 0.08 0.10 0.13
H -0.16 0.56 0.32
H 0.01 0.17 -0.09
H -0.04 0.16 0.20
H -0.01 -0.16 0.01
H 0.00 -0.10 -0.16

Computed properties:
Lowest unoccupied orbital energy, eV: 0.9
Multiplicity: 1
Frontier orbital gap, eV: 9.4
HOMO level, eV: -8.501
Energy relative to the best compared isomer or geometry (same formula, charge and spin), kcal/mol: 69.1

***

Molecular formula: C6H10O
Method: DFT, ωB97M-V/def2-TZVPD

Each line ends with the Löwdin charge.
CARTESIAN COORDINATES (ANGSTROEM)
C  -0.813064  -0.132311  0.547402  -0.150
C  -0.364023  -1.980021  -0.804967  -0.240
O  0.493071  -1.524531  -1.521467  -0.030
C  1.040854  -0.348661  0.710998  -0.104
C  1.415242  1.031792  0.293022  -0.127
C  0.424882  1.781786  -0.178233  -0.117
C  -0.911467  1.130427  -0.283595  -0.228
H  -0.963169  0.026423  1.606170  0.088
H  -1.733169  -0.736268  0.291485  0.102
H  -0.195027  -2.408293  0.204739  0.095
H  -1.410401  -2.070199  -1.138257  0.091
H  1.030113  -0.598263  1.762411  0.077
H  1.786508  -1.045746  0.243014  0.107
H  2.449895  1.363665  0.193745  0.106
H  0.573538  2.782778  -0.552216  0.097
H  -1.102459  0.910776  -1.347695  0.119
H  -1.726710  1.787218  0.043433  0.113

Cartesian forces, eV/Å:
C 0.99 0.45 0.53
C 0.33 -0.85 -0.89
O -0.53 -0.73 -0.37
C -1.37 0.10 0.16
C -0.35 0.21 -0.03
C 0.25 0.30 -0.12
C 0.14 0.18 0.06
H -0.08 0.58 0.29
H 1.59 -0.34 0.03
H 0.25 -0.12 -0.43
H -0.04 -0.08 -0.20
H 0.40 0.46 0.46
H -1.57 0.10 -0.07
H -0.19 -0.19 0.38
H 0.11 0.13 -0.13
H 0.00 -0.08 0.26
H 0.08 -0.12 0.07

Computed properties:
Lowest unoccupied orbital energy, eV: 0.9
Multiplicity: 1
Structure (SMILES): C1=CCCC1.C=O
Frontier orbital gap, eV: 10.0
HOMO level, eV: -9.069
Energy relative to the best compared isomer or geometry (same formula, charge and spin), kcal/mol: 80.3

***

Molecular formula: C6H10O
Method: DFT, ωB97M-V/def2-TZVPD

Each line ends with the Löwdin charge.
CARTESIAN COORDINATES (ANGSTROEM)
C  1.859048  0.120948  -0.936147  -0.067
C  1.046581  -0.865056  -0.129041  -0.379
C  0.608302  -0.493662  1.274458  -0.062
C  -0.382410  -0.692134  -0.069000  -0.224
C  -1.186964  0.445579  -0.463503  -0.185
C  -2.456754  0.727109  0.297317  -0.249
O  -2.802501  0.147058  1.296538  0.056
H  2.920221  0.045250  -0.672818  0.080
H  1.550221  1.157979  -0.762381  0.072
H  1.767033  -0.082219  -2.009967  0.081
H  1.411036  -1.887333  -0.222023  0.133
H  0.781219  -1.229012  2.057046  0.093
H  0.783788  0.537850  1.574375  0.096
H  -0.873027  -1.387527  0.793950  0.177
H  -1.461582  0.285829  -1.518085  0.132
H  -0.605169  1.383010  -0.453284  0.124
H  -3.080905  1.548215  -0.122216  0.123

Cartesian forces, eV/Å:
C 0.23 0.08 -0.12
C 1.48 -0.08 0.25
C 1.14 1.21 -1.65
C -1.53 -2.79 6.34
C -0.24 1.11 -1.13
C -0.02 -0.28 0.41
O 0.12 0.18 -0.37
H -0.19 0.03 -0.04
H 0.05 -0.20 0.00
H 0.01 0.03 0.14
H -0.06 0.09 -0.13
H -0.75 0.00 -0.24
H 0.04 -0.13 -0.11
H 0.03 0.53 -3.35
H -0.21 0.37 0.03
H -0.23 -0.01 -0.08
H 0.14 -0.15 0.04

Computed properties:
Lowest unoccupied orbital energy, eV: 1.0
Multiplicity: 1
Structure (SMILES): C[C@H]1C[C@H]1CC=O
Frontier orbital gap, eV: 9.6
HOMO level, eV: -8.562
Energy relative to the best compared isomer or geometry (same formula, charge and spin), kcal/mol: 56.7

***

Molecular formula: C6H10O
Method: DFT, ωB97M-V/def2-TZVPD

Each line ends with the Löwdin charge.
CARTESIAN COORDINATES (ANGSTROEM)
O  1.629091  -0.589125  1.302504  -0.164
C  1.410876  -0.419729  0.026143  -0.596
C  0.115471  -0.890088  -0.482193  -0.023
C  -1.091564  -0.523102  0.309169  -0.179
C  -1.438542  0.945200  -0.034963  -0.166
C  -0.164404  1.689779  -0.299920  -0.098
C  1.018467  1.088441  -0.391866  0.005
H  0.958537  -2.073490  1.106332  0.126
H  2.230236  -0.680733  -0.673966  0.143
H  0.486064  -2.462871  0.551295  0.116
H  -0.004144  -1.090135  -1.550162  0.137
H  -0.823992  -0.598682  1.365955  0.118
H  -1.931427  -1.188926  0.092955  0.122
H  -2.067801  0.992730  -0.935151  0.118
H  -2.013204  1.402562  0.779070  0.117
H  -0.221757  2.762175  -0.476384  0.110
H  1.908098  1.636001  -0.688817  0.113

Cartesian forces, eV/Å:
O 0.03 -0.10 0.00
C -0.11 -0.18 -0.22
C 0.00 0.14 0.11
C 0.08 -0.12 0.06
C 0.00 0.05 -0.02
C 0.15 -0.13 -0.06
C -0.15 0.36 -0.01
H -0.02 0.11 -0.04
H -0.09 0.01 0.13
H 0.00 0.00 -0.02
H 0.04 -0.01 0.15
H -0.06 0.03 -0.12
H 0.12 0.10 -0.01
H 0.08 0.00 0.14
H 0.07 -0.08 -0.13
H 0.00 -0.12 0.03
H -0.12 -0.06 0.03

Computed properties:
Lowest unoccupied orbital energy (alpha / beta), eV: -0.4 / -0.4
Multiplicity: 1
Frontier orbital gap (alpha / beta), eV: 8.3 / 8.3
HOMO level (alpha / beta), eV: -8.729 / -8.730
Energy relative to the best compared isomer or geometry (same formula, charge and spin), kcal/mol: 108.6

***

Molecular formula: C6H10O
Method: DFT, ωB97M-V/def2-TZVPD

Each line ends with the Löwdin charge.
CARTESIAN COORDINATES (ANGSTROEM)
C  1.461256  -0.220359  0.618376  -0.169
C  0.949698  1.118983  0.087933  -0.223
O  0.361493  0.954522  -1.188579  -0.145
C  -1.046625  0.865404  -1.166162  -0.216
C  -1.632495  -0.077375  -0.143393  -0.095
C  -0.977053  -1.027631  0.523492  -0.099
C  0.482828  -1.370527  0.323369  -0.189
H  1.652327  -0.130969  1.695002  0.112
H  2.419627  -0.458540  0.142531  0.109
H  0.227964  1.558250  0.788272  0.123
H  1.774128  1.830753  -0.019965  0.121
H  -1.483386  1.867413  -1.005213  0.122
H  -1.333624  0.546480  -2.177296  0.127
H  -2.694230  0.074924  0.053450  0.103
H  -1.534573  -1.617666  1.249464  0.098
H  0.623031  -1.676142  -0.719143  0.115
H  0.749635  -2.237521  0.937862  0.105

Cartesian forces, eV/Å:
C 0.05 0.00 0.02
C 0.10 0.02 0.19
O 0.03 -0.06 -0.07
C -0.23 -0.02 -0.07
C 0.10 -0.10 0.10
C -0.09 0.12 -0.07
C 0.02 -0.06 -0.03
H -0.06 0.01 -0.12
H -0.10 0.03 0.09
H 0.04 -0.04 -0.09
H -0.06 -0.08 0.00
H 0.07 -0.14 -0.01
H -0.03 0.09 0.16
H 0.16 -0.04 -0.01
H 0.06 0.08 -0.11
H -0.01 0.03 0.11
H -0.06 0.14 -0.09

Computed properties:
Lowest unoccupied orbital energy, eV: 1.1
Multiplicity: 1
Structure (SMILES): C1=CCOCCC1
Frontier orbital gap, eV: 10.3
HOMO level, eV: -9.162
Energy relative to the best compared isomer or geometry (same formula, charge and spin), kcal/mol: 15.4

***

Molecular formula: C6H10O
Method: DFT, ωB97M-V/def2-TZVPD

Each line ends with the Löwdin charge.
CARTESIAN COORDINATES (ANGSTROEM)
C  1.989067  0.597379  -0.089257  -0.074
C  0.918471  -0.468014  -0.332326  -0.352
C  0.034941  -0.816021  0.895357  -0.081
C  -1.232786  -0.328573  0.246750  -0.450
O  -2.455237  -0.885089  0.528969  0.058
C  -1.069312  0.942137  -0.430865  -0.108
C  -0.283551  -0.087003  -1.234705  -0.058
H  2.748597  0.217633  0.606354  0.078
H  1.582924  1.512836  0.356214  0.067
H  2.499838  0.878540  -1.016394  0.078
H  1.417413  -1.349202  -0.748043  0.127
H  0.215702  -0.273104  1.825593  0.115
H  0.037414  -1.891025  1.094608  0.123
H  -3.112444  -0.174704  0.484541  0.114
H  -1.924629  1.355596  -0.958815  0.115
H  -0.522694  1.673630  0.155818  0.110
H  -0.975977  -0.999773  -1.210776  0.137

Cartesian forces, eV/Å:
C -0.07 0.03 -0.04
C 0.07 -0.16 0.09
C 0.07 0.05 0.33
C 0.17 0.76 0.88
O 0.08 0.03 -0.39
C -0.30 0.22 0.32
C -0.65 -0.85 0.48
H -0.17 0.02 -0.13
H 0.02 -0.14 -0.09
H -0.13 -0.08 0.08
H -0.12 0.05 0.17
H 0.31 -0.15 0.23
H -0.16 0.17 0.00
H 0.12 -0.32 -0.04
H -0.09 -0.05 0.23
H 0.20 0.14 -0.49
H 0.63 0.27 -1.64

Computed properties:
Lowest unoccupied orbital energy, eV: 0.7
Multiplicity: 1
Structure (SMILES): C[C@H]1C[C@@]2(O)C[C@@H]12
Frontier orbital gap, eV: 8.3
HOMO level, eV: -7.600
Energy relative to the best compared isomer or geometry (same formula, charge and spin), kcal/mol: 75.8

***

Let's list strongest force on any atom in order: 0.410, 0.662, 1.631, 7.092, 0.390, 0.236, 1.775 eV/Å.
Let's list M in order: 98.145, 98.145, 98.145, 98.145, 98.145, 98.145, 98.145 g/mol.